Computed, not measured: a cluster of 18 separate species, C107H160N14O15 in total, with ωB97M-V/def2-TZVPD.

As for the total charge: +8. The value obtained for the HOMO-LUMO gap is 0.55 eV. The energy above the lowest of the compared OMol25 structures with the same formula, charge and spin comes out at 182.9 kcal/mol.

Geometry (Å):
C  -15.81  22.71  26.54
C  -15.01  21.77  25.67
C  -15.80  20.44  25.48
N  -14.98  19.33  24.76
C  -14.60  19.80  23.40
C  -15.86  18.12  24.58
C  -14.94  16.88  24.68
C  -13.89  17.36  25.70
C  -13.79  18.87  25.60
H  -16.25  22.31  27.46
H  -16.64  23.14  25.93
H  -15.08  23.47  26.76
H  -14.02  21.55  26.02
H  -14.81  22.23  24.67
H  -16.63  20.46  24.88
H  -16.18  19.97  26.42
H  -15.53  19.95  22.87
H  -13.96  19.12  22.91
H  -14.16  20.76  23.38
H  -16.46  18.17  23.71
H  -16.54  18.13  25.38
H  -14.52  16.58  23.68
H  -15.59  16.11  25.14
H  -12.84  16.95  25.65
H  -14.24  17.21  26.76
H  -12.89  19.20  25.08
H  -13.83  19.33  26.58
C  -19.44  11.46  15.50
N  -18.31  11.37  14.55
C  -18.51  11.44  13.20
C  -17.46  11.33  12.33
C  -16.19  11.10  12.82
C  -16.04  10.91  14.16
C  -17.10  11.00  15.00
C  -15.10  10.83  11.88
C  -15.26  10.31  10.62
C  -14.21  9.93  9.89
N  -12.95  10.11  10.35
C  -12.71  10.62  11.52
C  -13.75  11.06  12.31
C  -11.77  9.63  9.63
H  -19.68  10.45  15.91
H  -20.33  11.90  15.01
H  -19.15  12.20  16.30
H  -19.49  11.65  12.76
H  -17.63  11.50  11.29
H  -15.11  10.60  14.52
H  -17.04  10.97  16.12
H  -16.23  10.06  10.19
H  -14.26  9.42  8.92
H  -11.73  10.61  11.85
H  -13.47  11.65  13.23
H  -11.25  8.81  10.14
H  -11.03  10.45  9.52
H  -12.12  9.38  8.65
C  -19.52  25.84  42.74
N  -19.39  24.88  41.59
C  -19.60  25.34  40.33
C  -19.50  24.40  39.37
C  -19.16  23.09  39.65
C  -18.83  22.76  40.94
C  -19.02  23.63  41.93
C  -19.03  22.12  38.53
C  -18.00  21.15  38.49
C  -18.05  20.15  37.52
N  -18.90  20.21  36.50
C  -19.85  21.19  36.47
C  -19.97  22.09  37.50
C  -18.78  19.24  35.36
H  -18.78  26.67  42.79
H  -19.42  25.30  43.63
H  -20.48  26.32  42.71
H  -19.93  26.31  40.06
H  -19.68  24.80  38.39
H  -18.56  21.73  41.19
H  -18.97  23.50  43.02
H  -17.16  21.20  39.21
H  -17.20  19.43  37.45
H  -20.50  21.11  35.61
H  -20.79  22.87  37.47
H  -18.59  18.21  35.72
H  -18.05  19.61  34.70
H  -19.81  19.18  34.98
C  -25.60  38.51  25.64
N  -25.59  39.64  26.59
C  -25.36  39.41  27.89
C  -25.43  40.39  28.80
C  -25.72  41.70  28.48
C  -25.94  41.88  27.12
C  -25.83  40.90  26.20
C  -25.68  42.77  29.50
C  -24.66  42.87  30.38
C  -24.73  43.82  31.35
N  -25.74  44.73  31.48
C  -26.68  44.69  30.52
C  -26.66  43.76  29.53
C  -25.72  45.64  32.66
H  -25.93  37.75  26.34
H  -24.63  38.40  25.14
H  -26.42  38.74  24.91
H  -25.24  38.36  28.17
H  -25.20  40.06  29.82
H  -26.18  42.92  26.90
H  -26.06  41.04  25.15
H  -23.83  42.17  30.25
H  -24.00  43.95  32.13
H  -27.44  45.41  30.58
H  -27.47  43.72  28.83
H  -26.31  46.58  32.45
H  -24.69  45.91  32.83
H  -26.07  45.05  33.54
C  -15.20  31.19  13.13
N  -16.60  31.16  13.54
C  -17.12  29.92  13.29
C  -18.41  29.59  13.58
C  -19.30  30.60  14.08
C  -18.62  31.85  14.38
C  -17.31  32.16  14.03
C  -20.75  30.49  14.40
C  -21.70  29.97  13.55
C  -23.16  29.76  13.93
N  -23.44  30.33  15.22
C  -22.43  30.69  16.08
C  -21.16  30.84  15.76
C  -24.71  29.89  15.88
H  -14.70  30.38  13.66
H  -14.78  32.10  13.53
H  -15.20  31.14  12.02
H  -16.43  29.32  12.71
H  -18.84  28.69  13.14
H  -19.24  32.67  14.78
H  -16.79  33.09  14.01
H  -21.51  29.58  12.54
H  -23.80  30.17  13.21
H  -22.72  30.81  17.10
H  -20.34  30.93  16.38
H  -24.70  30.22  16.96
H  -24.78  28.76  15.95
H  -25.63  30.33  15.46
C  -31.82  39.71  21.38
N  -30.83  38.65  21.28
C  -29.98  38.33  22.30
C  -29.18  37.21  22.25
C  -29.17  36.39  21.11
C  -29.97  36.80  20.04
C  -30.75  37.85  20.18
C  -28.29  35.11  21.02
C  -28.83  33.89  20.70
C  -27.93  32.92  20.37
N  -26.59  33.05  20.65
C  -26.13  34.18  21.20
C  -26.92  35.28  21.28
C  -25.77  31.82  20.45
H  -32.74  39.25  21.65
H  -31.90  40.15  20.40
H  -31.46  40.42  22.14
H  -29.89  39.08  23.09
H  -28.54  36.92  23.01
H  -29.94  36.19  19.11
H  -31.38  38.26  19.37
H  -29.86  33.76  20.47
H  -28.28  32.00  19.82
H  -25.09  34.12  21.48
H  -26.51  36.28  21.46
H  -26.30  31.23  19.74
H  -25.69  31.17  21.34
H  -24.76  32.11  20.16
C  -25.78  24.79  6.90
C  -26.31  23.49  6.20
C  -25.56  22.88  4.83
C  -24.52  21.88  4.95
C  -24.03  21.45  6.11
C  -25.11  21.06  7.21
N  -26.25  22.32  7.42
O  -26.91  22.46  8.30
C  -24.85  20.78  8.68
C  -25.90  19.96  6.63
C  -27.68  23.38  5.85
H  -26.22  25.85  6.67
H  -24.71  24.76  7.19
H  -26.33  24.72  7.86
H  -24.87  23.75  4.22
H  -26.25  22.63  3.96
H  -23.89  21.60  3.85
H  -21.84  25.49  -1.89
H  -23.56  22.45  6.54
H  -23.30  20.49  6.15
H  -24.07  21.43  9.25
H  -24.27  19.76  8.65
H  -25.61  20.83  9.28
H  -26.54  20.06  5.73
H  -26.58  19.43  7.59
H  -25.13  19.19  6.45
H  -28.07  23.47  4.77
H  -28.72  23.65  6.89
H  -28.38  22.36  6.22
C  -19.96  24.04  21.92
C  -20.08  23.34  20.63
C  -18.84  22.63  20.13
C  -19.13  21.60  19.03
C  -20.09  20.52  19.51
C  -21.45  21.00  20.03
N  -21.27  22.32  20.70
O  -22.13  22.80  21.29
C  -22.08  20.04  21.06
C  -22.40  21.12  18.87
C  -20.77  24.40  19.66
H  -20.84  24.44  22.34
H  -19.29  24.92  21.82
H  -19.45  23.44  22.72
H  -18.32  22.09  20.94
H  -18.16  23.40  19.73
H  -18.14  21.30  18.53
H  -19.65  22.07  18.24
H  -19.57  19.92  20.30
H  -20.29  19.76  18.75
H  -21.75  20.30  22.07
H  -21.82  19.11  20.75
H  -23.16  19.99  21.10
H  -23.30  21.65  19.21
H  -22.73  20.10  18.64
H  -21.90  21.66  18.07
H  -21.02  24.06  18.64
H  -20.18  25.28  19.50
H  -21.71  24.69  20.14
C  -26.43  24.17  25.42
C  -27.09  23.35  26.40
C  -25.96  22.76  27.38
C  -26.37  22.13  28.72
C  -27.14  23.15  29.59
C  -28.30  23.97  28.84
N  -28.04  24.20  27.20
O  -28.64  25.07  26.68
C  -28.53  25.29  29.51
C  -29.57  23.05  28.74
C  -27.92  22.16  25.92
H  -25.69  24.93  25.81
H  -27.15  24.73  24.80
H  -25.79  23.51  24.81
H  -25.27  23.63  27.71
H  -25.31  22.07  26.77
H  -25.48  21.75  29.23
H  -26.93  21.19  28.64
H  -26.43  23.85  29.99
H  -27.70  22.61  30.38
H  -27.74  25.77  29.99
H  -29.22  25.16  30.33
H  -28.97  26.02  28.82
H  -29.38  22.09  28.35
H  -30.43  23.43  28.19
H  -30.01  23.02  29.77
H  -28.85  22.53  25.56
H  -28.02  21.39  26.66
H  -27.31  21.86  25.05
C  -18.38  19.29  9.67
C  -17.35  16.09  15.98
O  -17.11  14.95  15.93
O  -17.08  17.19  16.14
H  -18.32  20.08  10.34
H  -18.01  18.31  9.84
H  -18.53  19.40  8.54
C  -23.89  26.24  13.22
C  -23.50  27.64  12.90
O  -23.41  28.11  11.80
O  -23.40  28.35  14.11
H  -24.55  25.86  12.40
H  -24.45  26.20  14.19
H  -22.88  25.79  13.36
C  -25.15  39.76  22.11
C  -26.44  39.07  22.52
O  -26.74  38.03  21.84
O  -27.16  39.51  23.46
H  -24.44  38.99  22.36
H  -24.96  40.70  22.68
H  -25.21  39.91  21.07
C  -19.66  19.65  24.67
C  -18.97  20.52  23.23
O  -17.90  20.02  23.04
O  -19.87  21.22  22.86
H  -19.08  18.78  24.64
H  -20.63  19.60  24.26
H  -19.57  20.38  25.45
C  -18.12  26.80  32.60
C  -22.84  21.03  32.06
O  -23.82  20.93  31.40
O  -21.94  21.34  32.76
H  -17.31  26.65  31.91
H  -18.70  27.67  32.49
H  -18.64  25.98  33.13
C  -22.30  28.49  19.39
C  -23.63  29.26  19.31
O  -24.58  28.85  19.97
O  -23.70  30.34  18.61
H  -22.40  27.53  19.91
H  -21.56  29.18  19.76
H  -21.94  28.28  18.37

=====

Computed, not measured: a cluster of 2 separate species, C4H14N2O in total, with ωB97M-V/def2-TZVPD.

As for the total charge: +2. The value obtained for the HOMO-LUMO gap is 11.39 eV. The energy above the lowest of the compared OMol25 structures with the same formula, charge and spin comes out at 37.1 kcal/mol.

Geometry (Å):
C  -1.54  -0.14  -0.53
C  -0.22  -0.61  0.27
C  0.97  -0.71  -0.66
C  1.35  -1.86  -1.20
N  1.70  0.57  -0.83
N  -2.72  0.12  0.42
H  -1.24  0.60  -1.27
H  -1.81  -1.15  -1.05
H  -0.03  0.20  0.99
H  -0.28  -1.49  0.93
H  2.09  -2.04  -2.01
H  0.88  -2.83  -0.93
H  1.38  1.10  -1.65
H  2.69  0.34  -0.93
H  1.78  1.04  0.08
H  -3.43  -0.60  0.30
H  -2.36  0.05  1.38
H  -3.20  1.14  0.39
H  1.86  1.87  2.57
H  0.78  2.59  1.98
O  1.36  1.82  1.73

=====

Computed, not measured: a structure of composition C15H30BrCaN5O3S, with ωB97M-V/def2-TZVPD.

As for the total charge: +2. The value obtained for the HOMO-LUMO gap is 9.09 eV. The energy above the lowest of the compared OMol25 structures with the same formula, charge and spin comes out at 10.3 kcal/mol.

Geometry (Å):
Ca  -0.08  -0.79  0.23
C  -2.87  -0.42  2.17
C  -3.29  -0.96  0.81
N  -2.45  -0.44  -0.29
C  -2.76  0.93  -0.75
C  -2.28  2.08  0.16
S  -0.60  1.93  0.86
C  -0.93  1.86  2.65
C  -0.86  0.46  3.28
N  -1.42  -0.60  2.41
H  -3.46  -0.91  2.95
H  -3.10  0.64  2.24
H  -4.35  -0.73  0.64
H  -3.19  -2.04  0.80
H  -2.63  -1.04  -1.09
H  -3.84  1.06  -0.89
H  -2.29  1.05  -1.73
H  -2.96  2.26  0.98
H  -2.29  2.99  -0.44
H  -1.89  2.33  2.83
H  -0.19  2.49  3.13
H  -1.36  0.49  4.25
H  0.19  0.20  3.48
H  -1.28  -1.48  2.89
O  3.51  5.55  -3.31
C  2.77  4.50  -3.02
C  1.69  4.05  -3.79
C  1.02  2.94  -3.37
N  1.35  2.30  -2.24
C  2.38  2.69  -1.47
Br  2.91  1.90  0.14
C  3.10  3.80  -1.86
H  3.24  5.98  -4.14
H  1.39  4.54  -4.71
H  0.19  2.50  -3.91
H  3.93  4.13  -1.25
N  1.89  -1.52  1.46
C  2.12  -2.99  1.64
C  0.89  -3.84  1.31
C  0.91  -4.44  -0.10
C  1.01  -3.44  -1.25
N  -0.22  -2.61  -1.36
H  2.68  -1.12  0.96
H  1.93  -1.07  2.38
H  2.45  -3.18  2.66
H  2.95  -3.28  1.00
H  -0.02  -3.25  1.47
H  0.82  -4.66  2.02
H  0.02  -5.05  -0.25
H  1.76  -5.12  -0.18
H  1.19  -3.99  -2.18
H  1.86  -2.77  -1.11
H  -1.00  -3.24  -1.53
H  -0.13  -2.05  -2.21
O  0.48  1.21  -2.03
O  1.09  0.16  -1.34

=====

Computed, not measured: a structure of composition C15H13N5NiO4S3Se, with ωB97M-V/def2-TZVPD.

As for the total charge: -2. The spin multiplicity is 3. The value obtained for the HOMO-LUMO gap (alpha / beta) is 4.54 / 4.54 eV.

Geometry (Å):
Ni  0.09  0.19  0.14
S  -3.94  1.52  1.74
C  -3.89  2.29  0.18
C  -4.76  3.24  -0.34
C  -4.52  3.71  -1.62
C  -3.42  3.24  -2.35
C  -2.57  2.29  -1.84
C  -2.79  1.80  -0.55
N  -2.05  0.85  0.11
C  -2.50  0.61  1.31
C  -1.81  -0.29  2.21
C  -2.42  -0.79  3.38
C  -1.70  -1.60  4.23
C  -0.39  -1.95  3.90
C  0.17  -1.50  2.71
C  -0.49  -0.62  1.86
H  -5.59  3.60  0.25
H  -5.17  4.46  -2.04
H  -3.22  3.65  -3.33
H  -1.70  1.94  -2.38
H  -3.45  -0.54  3.59
H  -2.15  -1.97  5.14
H  0.18  -2.56  4.58
H  1.17  -1.85  2.46
N  2.36  0.25  0.56
N  3.51  1.05  0.29
C  3.35  2.11  -0.70
N  4.52  2.97  -0.46
S  3.43  1.45  -2.40
H  1.89  0.54  1.41
H  2.65  -0.72  0.61
H  3.88  1.46  1.14
H  4.30  3.86  -0.89
H  5.27  2.56  -1.00
Se  1.30  -4.37  -0.63
C  0.74  -2.70  -0.62
N  0.34  -1.61  -0.61
O  0.04  3.81  -0.84
S  0.67  2.58  -0.46
O  0.40  2.18  0.93
O  0.51  1.48  -1.41
O  2.25  2.99  -0.42

=====

Computed, not measured: the ion C7H13N2 with charge +1, with ωB97M-V/def2-TZVPD.

As for the total charge: +1. The value obtained for the HOMO-LUMO gap is 8.23 eV. The energy above the lowest of the compared OMol25 structures with the same formula, charge and spin comes out at 116.4 kcal/mol.

Geometry (Å):
C  -1.40  1.04  0.45
C  -2.16  -0.08  0.28
C  1.23  -0.55  -0.27
C  -3.58  -0.07  0.64
C  1.64  -1.21  -1.39
C  1.42  -0.99  1.15
C  2.01  1.68  -0.78
N  -0.14  1.35  -0.01
N  0.84  0.77  -0.46
H  -1.64  1.80  1.16
H  -4.10  0.41  -0.23
H  -3.76  0.66  1.44
H  -4.08  -1.07  0.62
H  -1.78  -1.08  0.02
H  2.11  -2.16  -1.42
H  1.62  -0.77  -2.31
H  1.50  -2.10  1.08
H  2.30  -0.69  1.74
H  0.62  -0.67  1.86
H  2.82  1.52  -0.08
H  2.19  1.48  -1.92
H  1.73  2.79  -0.66

=====

The following F_max values (in eV/A) correspond, in order, to the records above: 10.13; 4.75; 0.85; 3.36; 3.45.